{"formula": "C19H28IMoO2P2", "method": "the ωB97M-V functional and the def2-TZVPD basis", "s_squared": 2.10, "max_force_ev_per_a": 7.49, "charge": 3, "relative_energy_kj_mol": 930.11, "energy_ev": -52744.376, "multiplicity": 3, "species": ["C", "C", "H", "H", "H", "O", "I", "Mo", "P", "C", "C", "H", "H", "H", "H", "H", "H", "C", "H", "H", "H", "P", "C", "C", "H", "H", "H", "C", "H", "H", "H", "H", "H", "H", "C", "O", "C", "C", "C", "C", "C", "C", "C", "C", "C", "C", "H", "H", "H", "H", "H", "H", "H"], "xyz": [[-0.018, -0.583, -3.071], [0.008, 0.529, -2.104], [-0.004, -0.110, -4.068], [-0.924, -1.195, -2.965], [0.853, -1.246, -2.965], [0.044, 1.723, -2.343], [-0.016, -0.692, 2.850], [-0.021, -0.185, 0.045], [2.390, -0.181, 0.077], [3.173, 1.360, 0.626], [2.977, -1.440, 1.248], [4.013, -1.710, 0.994], [4.283, -0.610, -1.341], [2.336, -2.330, 1.185], [2.837, -1.539, -1.852], [2.811, 1.645, 1.611], [2.929, -1.049, 2.272], [3.193, -0.567, -1.484], [4.261, 1.230, 0.683], [2.950, 0.202, -2.229], [2.922, 2.178, -0.056], [-2.419, -0.050, 0.093], [-3.127, 1.564, 0.585], [-3.221, -0.388, -1.482], [-2.465, -2.202, 1.187], [-4.105, -1.474, 0.997], [-3.016, -0.902, 2.244], [-3.055, -1.286, 1.221], [-2.920, -1.378, -1.843], [-4.310, -0.372, -1.330], [-4.205, 1.475, 0.682], [-2.784, 2.357, -0.075], [-2.940, 0.367, -2.224], [-2.732, 1.864, 1.596], [-0.041, 1.901, 0.541], [0.118, 3.076, 0.722], [1.365, 2.732, 5.401], [2.074, 2.058, 4.433], [1.440, 1.707, 3.233], [0.132, 2.048, 2.986], [-1.038, 0.883, 1.595], [-2.319, 0.646, 3.143], [-2.767, 1.711, 3.897], [-1.976, 2.792, 4.131], [-0.582, 2.765, 3.895], [0.076, 3.098, 5.106], [1.788, 2.877, 6.404], [3.051, 1.641, 4.700], [2.011, 0.807, 2.906], [-2.471, -0.247, 3.756], [-3.592, 1.555, 4.596], [-2.316, 3.410, 4.957], [-0.506, 3.464, 5.939]], "forces_ev_per_a": [[-0.1, -0.9, -1.0], [-0.1, 4.4, 0.3], [0.0, -0.3, 0.2], [0.2, 0.2, 0.0], [-0.2, 0.2, 0.0], [0.1, -3.5, 0.6], [0.1, -2.8, -0.3], [-1.0, 3.4, 2.3], [2.0, -0.1, -0.2], [0.0, 0.3, -0.2], [0.1, -0.3, 0.0], [-0.3, 0.0, 0.2], [-0.3, 0.0, -0.1], [0.3, 0.1, 0.1], [0.2, 0.2, 0.1], [0.3, 0.1, -0.5], [0.2, -0.2, -0.3], [0.2, -0.2, -0.4], [-0.2, 0.0, -0.2], [0.2, -0.2, 0.2], [0.2, -0.1, 0.0], [-2.3, 0.2, -1.3], [0.3, 0.4, 0.9], [-0.2, -0.2, -0.4], [-0.2, -0.1, -0.1], [0.0, -0.2, -0.1], [-0.2, -0.5, -0.6], [-0.5, -0.2, 0.4], [-0.2, 0.1, 0.0], [0.2, 0.0, -0.2], [-0.3, 0.3, -0.4], [-0.4, 0.0, -0.5], [-0.1, -0.1, 0.1], [-1.1, 0.1, -1.8], [1.4, 4.3, -0.9], [-0.7, -4.9, -1.7], [0.4, 0.2, 0.4], [0.1, 0.4, 0.5], [1.1, -1.0, 0.3], [0.6, -1.8, -0.5], [1.5, -0.8, 7.3], [0.9, 0.8, 0.2], [-0.2, -1.0, -1.5], [0.2, 0.5, 0.9], [-0.4, 1.1, 1.0], [0.2, 0.2, 0.6], [-0.3, 0.1, -0.5], [-0.3, 0.2, -0.4], [-1.0, 1.3, -0.7], [-0.2, -0.6, -1.2], [0.0, -0.2, -0.3], [0.1, 0.4, -0.3], [-0.2, 0.6, -0.2]], "mulliken_spin": [0.11, 0.07, 0.01, 0.00, -0.01, 0.27, 0.03, 1.70, -0.14, 0.03, 0.02, 0.00, 0.00, 0.00, 0.00, -0.01, 0.00, 0.01, 0.00, 0.00, 0.00, -0.13, 0.00, 0.01, 0.01, 0.00, -0.01, 0.00, 0.00, 0.00, 0.00, 0.00, 0.00, 0.00, -0.12, 0.00, 0.00, 0.00, 0.00, -0.02, 0.13, 0.03, 0.00, -0.01, 0.02, 0.00, 0.00, 0.00, -0.01, 0.00, 0.00, 0.00, 0.00]}

{"formula": "C19H28NPSSn", "method": "the ωB97M-V functional and the def2-TZVPD basis", "max_force_ev_per_a": 5.11, "charge": 2, "energy_ev": -47582.454, "multiplicity": 1, "species": ["C", "C", "C", "C", "C", "C", "C", "C", "N", "Sn", "C", "P", "H", "H", "H", "H", "H", "H", "H", "H", "C", "C", "H", "C", "C", "H", "H", "H", "H", "H", "H", "H", "H", "H", "H", "H", "H", "H", "H", "S", "C", "C", "C", "C", "C", "C", "H", "H", "H", "H", "H"], "xyz": [[4.960, 0.283, -0.242], [4.278, 0.915, 0.807], [2.885, 0.760, 0.956], [2.144, -0.037, 0.051], [2.850, -0.637, -1.028], [4.241, -0.486, -1.169], [2.152, 1.452, 2.085], [1.079, 2.496, 1.694], [0.277, 2.237, 0.445], [0.000, 0.000, 0.000], [2.022, -1.358, -2.078], [0.512, -0.291, -2.306], [4.834, 1.537, 1.520], [4.763, -0.959, -2.010], [6.044, 0.403, -0.348], [1.656, -2.334, -1.705], [2.567, -1.529, -3.024], [1.660, 0.679, 2.693], [2.869, 1.971, 2.746], [0.361, 2.574, 2.526], [-0.684, -1.297, -3.281], [1.103, 0.952, -3.545], [1.542, 3.495, 1.575], [0.965, 2.878, -0.702], [-1.064, 2.855, 0.602], [-0.178, -1.549, -0.134], [1.019, 3.976, -0.553], [1.982, 2.469, -0.788], [0.400, 2.664, -1.619], [-0.957, 3.949, 0.612], [-1.735, 2.550, -0.228], [-1.492, 2.537, 1.563], [1.438, 0.442, -4.466], [0.296, 1.660, -3.796], [1.951, 1.507, -3.113], [-0.280, -1.558, -4.275], [-0.909, -2.216, -2.715], [-1.621, -0.729, -3.401], [-1.637, 0.097, -0.166], [-0.605, -0.222, 2.363], [-2.071, -1.219, 2.109], [-3.314, -0.605, 1.917], [-4.460, -1.386, 1.738], [-4.366, -2.781, 1.755], [-3.125, -3.396, 1.950], [-1.977, -2.616, 2.127], [-3.393, 0.475, 1.907], [-5.421, -0.910, 1.589], [-5.253, -3.385, 1.620], [-3.053, -4.476, 1.967], [-1.020, -3.097, 2.282]], "forces_ev_per_a": [[-0.5, 0.0, 0.1], [-0.1, -0.2, -0.4], [-0.6, 0.0, 0.1], [3.5, 0.6, -0.2], [-0.7, -0.1, 0.0], [-0.2, 0.2, 0.4], [0.1, 0.0, 0.3], [0.0, 0.4, 0.2], [0.2, 0.6, 0.2], [0.7, 2.9, 0.8], [-0.3, -0.1, 0.5], [1.3, -0.4, -4.9], [-0.3, -0.3, -0.3], [-0.3, 0.2, 0.4], [-0.5, -0.1, 0.1], [0.3, 0.3, -0.2], [-0.4, 0.2, 0.4], [0.4, 0.2, -0.1], [-0.3, -0.3, -0.3], [0.3, 0.0, -0.3], [-0.3, 0.1, 0.6], [-0.1, 0.2, 0.4], [-0.2, -0.5, 0.0], [0.2, 0.0, -0.3], [-0.5, 0.0, 0.0], [-0.2, -3.6, -0.1], [-0.1, -0.6, -0.1], [-0.3, 0.2, 0.0], [0.2, 0.2, 0.3], [-0.1, -0.3, 0.0], [0.5, 0.3, 0.4], [0.0, 0.0, -0.4], [-0.2, 0.1, 0.5], [0.3, -0.3, 0.1], [-0.3, -0.2, -0.2], [0.0, 0.2, 0.5], [0.0, 0.3, -0.3], [0.4, -0.2, 0.0], [-1.2, 0.6, -0.5], [-2.2, -1.6, 1.7], [1.8, 1.3, 0.6], [-1.7, -0.2, -0.3], [0.9, 1.0, 0.1], [0.2, -0.1, 0.0], [0.9, 0.4, 0.1], [-0.7, -1.4, 0.0], [0.0, 0.0, 0.0], [0.0, 0.0, 0.0], [0.0, 0.0, 0.0], [0.0, 0.0, 0.0], [0.0, 0.1, 0.0]], "mulliken_charge": [-0.76, -0.81, 0.33, 0.29, 0.78, -0.92, -0.97, -0.64, -0.03, 1.45, -1.21, 0.46, 0.45, 0.44, 0.41, 0.39, 0.57, 0.22, 0.58, 0.38, -1.14, -1.46, 0.43, -1.19, -0.96, -0.06, 0.52, 0.35, 0.39, 0.38, 0.32, 0.36, 0.45, 0.45, 0.35, 0.43, 0.36, 0.38, -0.06, -0.22, 0.31, -0.11, -0.63, -0.36, -0.65, -0.23, 0.39, 0.44, 0.43, 0.43, 0.48]}

{"formula": "C19H28NPTcTe", "method": "the ωB97M-V functional and the def2-TZVPD basis", "s_squared": 3.82, "max_force_ev_per_a": 3.75, "charge": 2, "energy_ev": -40409.336, "multiplicity": 4, "species": ["C", "C", "C", "C", "C", "C", "C", "C", "N", "Tc", "C", "P", "H", "H", "H", "H", "H", "H", "H", "H", "C", "C", "H", "C", "C", "H", "H", "H", "H", "H", "H", "H", "H", "H", "H", "H", "H", "H", "H", "Te", "C", "C", "C", "C", "C", "C", "H", "H", "H", "H", "H"], "xyz": [[2.266, -3.683, -2.042], [2.918, -2.452, -1.957], [2.303, -1.342, -1.355], [1.032, -1.513, -0.787], [0.385, -2.762, -0.832], [1.011, -3.843, -1.450], [3.069, -0.047, -1.263], [2.400, 1.264, -1.701], [0.905, 1.263, -1.712], [-0.005, 0.153, -0.004], [-1.004, -2.892, -0.268], [-1.784, -1.202, -0.364], [3.926, -2.331, -2.359], [0.473, -4.792, -1.485], [2.729, -4.521, -2.567], [-1.026, -3.195, 0.791], [-1.633, -3.589, -0.839], [3.443, 0.094, -0.236], [3.961, -0.130, -1.901], [2.720, 2.082, -1.046], [-3.360, -1.272, 0.508], [-2.317, -1.280, -2.108], [2.700, 1.528, -2.728], [0.452, 0.737, -3.020], [0.437, 2.665, -1.599], [-0.214, -0.428, 1.484], [0.875, 1.389, -3.797], [0.812, -0.286, -3.179], [-0.641, 0.764, -3.079], [0.732, 3.204, -2.510], [-0.653, 2.679, -1.490], [0.882, 3.125, -0.710], [-3.052, -2.088, -2.215], [-2.777, -0.327, -2.387], [-1.475, -1.479, -2.780], [-3.991, -2.071, 0.097], [-3.193, -1.432, 1.579], [-3.859, -0.305, 0.366], [-1.517, 0.764, 0.237], [1.511, 1.269, 1.796], [0.208, 1.959, 3.321], [0.049, 1.154, 4.459], [-0.904, 1.514, 5.420], [-1.654, 2.691, 5.254], [-1.450, 3.514, 4.139], [-0.504, 3.163, 3.165], [0.653, 0.249, 4.553], [-1.070, 0.880, 6.292], [-2.408, 2.958, 5.998], [-2.038, 4.427, 4.025], [-0.321, 3.774, 2.286]], "forces_ev_per_a": [[-0.2, 0.0, 0.2], [-0.1, 0.2, 0.2], [0.2, 0.1, -0.1], [-2.2, -0.5, -0.1], [0.0, -0.3, -0.1], [-0.1, 0.0, 0.0], [0.6, 0.3, -0.2], [-0.2, 0.2, -0.4], [0.4, 0.0, 0.4], [2.0, 2.3, -1.4], [-0.6, 0.3, 0.3], [-0.5, -3.6, -0.9], [-0.3, -0.1, 0.0], [0.3, 0.2, -0.1], [-0.1, 0.3, 0.2], [0.2, 0.0, -0.3], [0.3, 0.0, 0.2], [-0.1, -0.2, -0.2], [-0.1, -0.1, 0.4], [0.0, -0.2, -0.1], [0.1, 0.5, 0.4], [0.1, 0.7, -0.3], [0.1, 0.0, 0.4], [-0.1, -0.1, -0.2], [-0.2, 0.0, 0.1], [-0.2, -0.4, 0.7], [-0.2, -0.2, 0.0], [-0.1, 0.3, 0.1], [0.2, 0.0, 0.0], [-0.1, 0.1, 0.3], [0.1, 0.1, -0.2], [-0.1, 0.0, -0.3], [0.1, 0.2, 0.1], [-0.1, -0.2, -0.1], [-0.1, 0.0, 0.2], [0.3, 0.2, 0.1], [-0.1, 0.0, -0.2], [0.0, -0.2, 0.1], [0.1, -0.5, -0.4], [0.7, 0.6, 1.5], [-0.7, 0.5, 0.6], [0.0, 0.0, -0.4], [0.0, 0.4, -0.3], [0.3, -0.3, -0.2], [0.2, -0.1, 0.0], [0.0, -0.7, 0.1], [-0.3, 0.2, 0.2], [0.1, 0.2, -0.3], [0.3, -0.1, -0.3], [0.3, -0.3, 0.0], [-0.2, 0.1, 0.2]], "mulliken_spin": [0.05, -0.03, -0.02, -0.22, 0.10, -0.02, 0.04, -0.01, -0.09, 2.30, 0.01, -0.17, 0.00, 0.00, 0.00, 0.00, 0.00, -0.01, 0.00, 0.02, 0.00, 0.06, 0.01, 0.06, 0.01, -0.01, 0.02, 0.00, -0.01, 0.01, 0.00, 0.01, 0.01, 0.00, 0.00, 0.00, 0.00, 0.00, -0.07, 0.98, -0.01, 0.03, 0.00, 0.01, -0.01, -0.01, -0.01, 0.00, 0.00, 0.00, -0.02]}

{"formula": "C19H29AlN2O", "method": "the ωB97M-V functional and the def2-TZVPD basis", "max_force_ev_per_a": 2.64, "charge": 2, "relative_energy_kj_mol": 62.46, "energy_ev": -31781.222, "multiplicity": 1, "species": ["C", "H", "H", "H", "C", "H", "H", "C", "H", "H", "H", "C", "C", "C", "C", "C", "C", "C", "C", "C", "C", "Al", "H", "H", "H", "H", "H", "H", "H", "H", "H", "H", "H", "H", "H", "H", "H", "N", "C", "O", "C", "C", "C", "C", "N", "C", "H", "H", "H", "H", "H", "H"], "xyz": [[0.006, -1.150, -1.957], [-1.054, -1.156, -2.085], [0.520, -0.529, -2.647], [-0.080, -1.359, 0.491], [0.503, -2.604, -1.962], [1.338, -2.747, -1.225], [-0.369, -3.271, -1.802], [0.953, -2.844, -3.450], [1.246, -3.912, -3.612], [0.141, -2.660, -4.235], [1.826, -2.155, -3.652], [0.477, 0.930, 1.488], [1.401, -0.152, 1.276], [2.129, 0.108, 0.065], [1.601, 1.296, -0.525], [0.593, 1.819, 0.370], [0.030, 3.202, 0.313], [2.210, 2.029, -1.673], [3.304, -0.656, -0.433], [1.651, -1.281, 2.225], [-0.222, 1.209, 2.769], [-0.111, -0.124, -0.378], [1.484, 2.724, -2.083], [3.088, 2.614, -1.386], [2.528, 1.350, -2.462], [0.084, 3.618, -0.697], [-1.007, 3.236, 0.661], [0.626, 3.854, 0.967], [-0.799, 0.359, 3.149], [0.513, 1.493, 3.536], [-0.903, 2.051, 2.641], [2.033, -2.167, 1.704], [2.397, -0.966, 2.961], [0.732, -1.559, 2.754], [3.404, -0.644, -1.527], [4.186, -0.145, -0.023], [3.323, -1.700, -0.098], [-5.299, -0.402, 3.172], [-3.985, -0.449, 2.803], [-3.042, -0.778, 3.520], [-3.737, 0.037, 1.406], [-4.487, 1.021, 0.744], [-3.985, 1.645, -0.424], [-2.718, 1.302, -0.884], [-2.019, 0.365, -0.220], [-2.527, -0.333, 0.841], [-5.482, -0.861, 4.061], [-6.058, -0.346, 2.494], [-5.454, 1.292, 1.155], [-4.512, 2.439, -0.928], [-2.223, 1.800, -1.751], [-1.886, -1.152, 1.204]], "forces_ev_per_a": [[0.3, -2.5, -0.9], [-0.9, 0.3, -0.5], [0.5, 0.7, -0.8], [0.4, -1.0, 0.9], [0.0, 0.3, -1.2], [-0.8, -0.3, -0.8], [0.7, 0.3, 0.6], [0.4, -0.1, -0.4], [0.0, 0.9, 0.2], [0.9, 0.0, 1.4], [-0.8, -0.9, -0.1], [-0.3, 2.4, -0.8], [1.2, -1.5, -0.4], [-0.3, 0.4, -0.4], [2.2, -1.1, 0.5], [-0.8, -0.1, 2.4], [-0.2, 0.0, -0.2], [-0.7, -0.2, -0.2], [0.2, -0.1, -0.1], [0.0, 0.1, 0.1], [-0.4, 0.0, -0.1], [-1.3, 2.2, 0.2], [0.0, 0.1, -0.2], [0.0, -0.1, 0.3], [0.0, -0.1, 0.0], [-0.1, 0.0, 0.2], [0.2, 0.0, 0.0], [-0.1, -0.1, -0.1], [0.1, 0.0, 0.0], [-0.1, -0.1, -0.2], [0.0, 0.0, 0.1], [0.0, 0.3, 0.1], [0.0, -0.1, 0.0], [0.3, 0.1, 0.0], [-0.1, 0.0, 0.3], [0.1, -0.3, -0.1], [0.0, 0.3, 0.0], [0.8, -0.6, 0.3], [-0.7, -0.3, 0.5], [-1.1, 0.3, -0.9], [0.7, 0.5, -0.5], [0.6, -0.1, -0.6], [0.1, -0.4, 0.5], [-0.2, 0.3, 0.5], [0.2, -1.2, 0.2], [0.1, 1.1, -0.9], [-0.3, 0.3, -0.2], [0.5, -0.1, 0.4], [0.1, 0.3, -0.1], [-0.3, -0.1, 0.0], [-0.5, -0.4, 0.8], [-0.6, 0.6, 0.2]], "mulliken_charge": [-1.71, 0.50, 0.75, -0.14, -0.04, 0.23, 0.34, -1.21, 0.39, 0.31, 0.30, 0.49, 0.65, 0.30, 0.71, 0.86, -1.56, -1.53, -1.48, -1.08, -1.26, -0.48, 0.45, 0.37, 0.38, 0.40, 0.42, 0.35, 0.33, 0.33, 0.40, 0.40, 0.40, 0.34, 0.34, 0.40, 0.40, -0.40, 0.34, -0.58, 0.09, -0.33, -0.98, 0.00, 0.41, -0.17, 0.29, 0.22, 0.42, 0.45, 0.47, 0.75]}